1.
The following is a DFT calculation (ωB97M-V with the def2-TZVPD basis set) of a 5-piece molecular cluster, C37H67F3N8O6P overall at a distorted geometry.

Results
HOMO level ... -11.4 eV
Charge ... +1
Largest force on an atom ... 0.183 Eh/bohr

Last column: Mulliken charge in e.
Element x y z (Å)
P -0.0880 -1.9760 2.1002  1.23
F -4.7091 0.2093 1.6323  -0.27
F 1.2391 0.1428 4.4718  -0.31
F -2.7468 -3.0093 0.5904  -0.34
O 1.4766 -2.0245 2.8132  -0.49
O -2.0509 -1.5013 -0.8088  -0.29
O 0.8425 2.5812 3.2780  -0.56
O -0.9075 -3.3511 2.7723  -0.61
O -4.1518 -1.6728 2.6001  -0.46
O 0.3527 -2.4307 0.7147  -0.65
N 6.0426 0.7126 -1.6938  -0.44
N -0.5888 3.4858 1.9042  -0.12
N -2.0750 5.0727 5.3990  -0.62
N -0.8046 0.6618 -4.1111  -0.52
N -2.2665 -0.6008 1.4646  1.35
N -1.2117 0.1903 3.7464  1.51
N -0.4067 -6.5204 -5.5940  -0.46
N 1.6155 4.1211 0.4411  -0.43
C -0.0646 -1.6023 5.4546  -1.21
C -2.3552 -0.2770 4.6270  -0.88
C -1.0773 -0.3382 2.2981  0.18
C 1.6313 5.2164 0.0848  0.17
C 1.9248 0.1078 0.0328  0.58
C -1.5010 1.7077 3.7309  -0.20
C 6.2977 -1.8924 -1.6758  -0.30
C -2.3111 -1.6234 0.4239  -0.28
C -2.8028 2.2643 2.8934  -0.55
C -3.3930 1.5839 -0.7830  0.73
C 7.4926 -2.3533 -0.8401  -0.40
C -4.0570 2.1074 -2.1885  -0.72
C -1.2626 4.0738 5.0947  -0.32
C -0.3792 2.1514 2.6150  -0.88
C 1.6474 6.6108 -0.3649  -0.56
C -1.9388 2.1818 -0.5640  -1.58
C 8.8330 -1.9178 -1.4190  -1.18
C -2.7291 -7.7205 -5.7341  -0.41
C 2.6218 1.1529 -1.0345  -1.14
C -0.6303 -3.0832 -4.9589  -0.59
C -1.8103 2.5431 5.0433  -0.10
C -0.3489 0.9382 1.4722  1.07
C -0.7297 1.3380 -0.0108  -0.21
C -4.2316 0.8361 -3.1581  -0.68
C -3.4912 -7.6686 -4.4092  -0.41
C -0.7030 -0.0111 -5.0400  0.40
C -0.1299 -0.1586 4.7667  0.08
C -1.2657 -2.2184 -6.0404  -0.44
C 1.2871 0.8669 1.2889  -1.80
C -2.8081 -8.4497 -3.2936  -1.12
C 2.4395 7.6034 1.8447  -1.05
C -0.5674 -0.8697 -6.2203  -0.54
C 6.1537 -0.4332 -1.6844  0.25
C 2.7119 7.4407 0.3544  -0.45
C -3.6333 -0.7221 1.9328  0.28
C -1.4296 -7.0458 -5.6561  0.29
C 3.1819 -0.8717 0.4453  -0.57
H -1.5377 5.9581 5.3791  0.30
H 0.2510 3.5397 1.2672  -0.10
H -3.8157 1.9474 3.3764  0.38
H 8.9296 -0.8288 -1.4298  0.34
H -1.1322 -4.0518 -4.9097  0.01
H -1.6299 2.4907 -1.6505  0.69
H 2.4668 6.6413 2.3642  0.25
H -5.1054 2.5482 -1.9489  0.32
H -1.8314 -8.0245 -3.0471  0.34
H -4.7874 0.0036 -2.5920  0.25
H -2.9556 2.7026 5.1844  0.26
H -0.7734 -2.4136 5.1131  0.28
H -0.4343 4.2717 2.5491  0.55
H -2.1159 3.2266 -0.0835  -0.08
H -4.8887 1.1422 -4.0554  0.42
H -0.1596 4.3577 4.8951  0.32
H -1.5039 2.1184 6.0614  0.40
H -1.0049 -0.3567 -7.0828  0.29
H 1.8484 6.6328 -1.4406  0.31
H 7.4038 -1.9796 0.1851  0.28
H 1.6745 -2.9808 2.9704  0.40
H -0.7120 -2.6160 -3.9732  0.10
H 0.1308 2.0804 -0.3023  -0.36
H -3.3328 -7.2367 -6.5086  0.27
H -2.5862 -1.4123 4.5265  0.25
H 2.7467 8.4345 -0.1031  0.33
H -1.7155 -3.0411 3.2505  0.35
H 7.4772 -3.4467 -0.7836  0.34
H 9.6510 -2.3176 -0.8147  0.35
H 1.4610 8.0605 2.0172  0.30
H -2.8698 1.8902 1.8328  -0.84
H 1.8151 1.7396 -1.6251  0.13
H -4.0811 2.0533 0.0301  0.20
H 3.4442 -0.8112 1.5596  0.18
H 1.8513 0.4701 2.1886  0.54
H -3.6270 -6.6297 -4.0915  0.29
H -2.6664 -9.4962 -3.5771  0.31
H 0.9970 -2.0604 5.3359  0.33
H 5.3855 -2.3352 -1.2629  0.15
H -3.3876 0.1699 4.4140  0.32
H 0.8116 2.5606 4.2534  0.58
H 1.7241 1.9320 1.1122  0.47
H 8.9567 -2.2846 -2.4416  0.30
H -1.2232 -2.7622 -6.9898  0.33
H 2.9447 -1.9687 0.2128  0.23
H -0.2089 0.5187 5.7129  0.48
H -0.1945 -1.5608 6.6108  0.33
H -2.3247 -2.0678 -5.8063  0.30
H 3.3138 0.5655 -1.7565  0.40
H -3.4194 -8.4240 -2.3881  0.32
H 3.1980 8.2465 2.2972  0.35
H -0.5792 0.5230 -0.8244  0.54
H 0.6601 7.0596 -0.2183  0.30
H 0.4277 -3.2605 -5.1694  0.34
H 3.7001 6.9909 0.2153  0.32
H -3.5634 0.4706 -0.7512  -0.46
H -3.1723 0.5347 -3.5035  -0.07
H -2.5897 -8.7602 -6.0453  0.32
H -2.2433 -0.0844 5.7435  0.45
H -3.4640 2.9778 -2.6542  0.37
H 3.2935 1.8327 -0.4013  0.32
H 0.4917 -1.0239 -6.4477  0.32
H 4.1578 -0.5579 -0.1187  -0.16
H 6.3931 -2.2623 -2.7012  0.40
H 1.2521 -0.5252 -0.6235  0.28
H -2.8652 3.4183 2.9822  0.62
H -4.4906 -8.0876 -4.5654  0.30

2.
The following is a DFT calculation (ωB97M-V with the def2-TZVPD basis set) of a 2-piece molecular cluster, C2H10N3O overall at a distorted geometry.

Results
HOMO level ... -14.6 eV
Energy above the lowest of the compared OMol25 structures with the same formula, charge and spin ... 19.7 kcal/mol
Charge ... +1
Largest force on an atom ... 0.054 Eh/bohr

Last column: Mulliken charge in e.
Element x y z (Å)
O 0.9916 -2.6172 0.3348  -0.66
N -0.1162 1.0660 0.6542  -0.24
N -1.5775 1.3693 -1.0524  -0.40
N 0.1287 -0.2842 -1.1642  -0.24
C -0.5337 0.6977 -0.5589  0.77
C 0.7665 0.4942 1.6797  -0.68
H 1.8326 -2.3726 0.6877  0.34
H -0.5167 1.9046 1.0397  0.21
H 1.1420 -3.4485 -0.1324  0.32
H -2.2666 1.6970 -0.3800  0.23
H 1.4537 -0.2253 1.2376  0.10
H 1.2660 1.2213 2.3010  0.32
H -1.6365 1.5959 -2.0174  0.22
H 0.0426 -0.4562 -2.1531  0.24
H 0.8634 -0.7739 -0.6641  0.11
H 0.1512 -0.1995 2.2647  0.36

3.
The following is a DFT calculation (ωB97M-V with the def2-TZVPD basis set) of an isolated ion of composition C9H11N2O2 and charge -1 at a distorted geometry.

Results
HOMO level ... -1.7 eV
Energy above the lowest of the compared OMol25 structures with the same formula, charge and spin ... 118.0 kcal/mol
Charge ... -1
Largest force on an atom ... 0.078 Eh/bohr

Last column: Mulliken charge in e.
Element x y z (Å)
O -1.1140 -1.0910 -0.7726  -0.49
O -1.2389 2.4127 -0.2052  -0.78
N -0.7482 1.3239 0.1768  -0.08
N 4.0686 0.5886 0.4473  -0.60
C 2.7653 0.2064 0.0552  0.68
C 1.6879 1.0923 0.0797  -0.34
C 0.1707 -0.7433 -0.4781  0.16
C 1.2292 -1.6293 -0.5289  -1.07
C 2.4934 -1.1578 -0.2569  -0.37
C -2.0994 -0.3385 -0.1560  0.95
C 0.3774 0.6683 -0.1948  0.60
C -3.1056 0.3140 -0.9398  -1.16
C -2.2559 -0.6685 1.3473  -1.40
H -2.9890 -0.0386 1.8822  0.33
H 1.7874 2.2316 0.1883  0.10
H -4.1807 0.2859 -0.6038  0.29
H 3.3889 -1.7507 -0.2543  0.26
H -1.3687 -0.7467 1.8853  0.32
H -2.8245 -1.5394 1.4372  0.47
H 4.6570 0.0783 -0.1352  0.19
H 4.3372 1.5284 0.6615  0.19
H -3.2814 0.2166 -2.0830  0.25
H -2.8304 1.4840 -0.8269  0.19
H 1.0736 -2.7272 -0.7250  0.30

4.
The following is a DFT calculation (ωB97M-V with the def2-TZVPD basis set) of a 6-piece molecular cluster, C39H37N5O2 overall at a distorted geometry.

Results
HOMO level ... -9.0 eV
Largest force on an atom ... 0.022 Eh/bohr
SMILES ... Cc1cccc(CC2=CC(=O)C=CC2=O)c1.c1ccncc1.c1ccncc1.c1ccncc1.c1ccncc1.c1ccncc1

Last column: Mulliken charge in e.
Element x y z (Å)
O -2.9548 1.4816 -0.1781  -0.59
O 0.5061 -0.1567 2.4711  -0.71
N 3.0162 -0.9454 -2.7546  -0.37
N -4.1266 -3.3225 4.0574  -0.59
N 2.9345 -1.3330 7.7341  -0.58
N -0.0969 3.3175 -3.5740  -0.21
N -3.8619 -1.8332 -3.0247  -0.38
C -1.7064 4.0539 -5.7260  -0.13
C -0.6984 2.1475 0.2238  -0.55
C 3.3732 0.8154 1.4676  0.06
C -4.3661 -2.0132 3.9964  -0.24
C 1.7953 -0.4406 -2.5877  -0.28
C 4.4907 0.1397 0.9695  0.61
C -3.4029 -1.0684 3.6762  -0.71
C 2.8365 -1.3175 5.3381  -0.53
C -1.3220 3.8099 -3.3909  0.06
C 3.2957 2.2586 -0.4487  -0.48
C -0.2971 -0.6729 0.2867  -0.68
C 0.9580 -0.0774 -3.6288  -0.37
C 3.4420 -1.0985 -4.0073  -0.48
C -1.7897 1.1839 -0.1538  -0.15
C 1.0313 -0.4125 6.6016  -0.64
C -2.1157 -1.5063 3.4062  0.50
C -2.1631 4.1895 -4.4256  -0.77
C 1.4179 -0.2434 -4.9252  -0.60
C 1.7394 -0.7437 7.7469  -0.27
C -1.8478 -2.8638 3.4665  -0.46
C -4.5099 -2.9445 -3.3733  -0.23
C 2.6869 -0.7649 -5.1225  -0.36
C 1.5106 2.5280 1.3585  -1.46
C 0.3204 1.6858 0.9534  0.84
C 0.2275 0.2350 1.3641  0.47
C -5.8580 -3.1562 -3.1306  -0.40
C 2.7626 1.8631 0.7817  0.28
C -1.2899 -0.2059 -0.4676  0.07
C 0.3251 3.1927 -4.8335  -0.28
C 5.0087 0.5450 -0.2579  -0.66
C -5.9186 -0.9992 -2.1133  -0.71
C -0.4350 3.5450 -5.9378  -0.62
C 4.4146 1.6000 -0.9388  -0.77
C -4.5691 -0.8864 -2.4076  0.01
C -6.5750 -2.1605 -2.4858  -0.17
C 1.5937 -0.7051 5.3684  0.21
C 5.0563 -1.0092 1.7686  -1.38
C -2.8839 -3.7253 3.7937  -0.32
C 3.4602 -1.6095 6.5418  -0.24
H -3.1492 4.5803 -4.2159  0.39
H -0.0250 0.3274 -3.4296  0.52
H -0.8561 -3.2469 3.2644  0.40
H 1.4751 -0.3177 -1.5605  0.65
H -0.7137 3.1801 -0.1012  0.42
H 1.0728 -0.4608 4.4490  0.71
H -1.6964 -0.7948 -1.2831  0.54
H 1.3231 2.7854 -4.9529  0.51
H 3.3139 -1.5651 4.4002  0.31
H -2.7185 -4.7959 3.8498  0.35
H 3.0845 -0.9094 -6.1179  0.40
H -4.0153 0.0063 -2.1370  0.40
H -1.3348 -0.8056 3.1536  0.36
H 1.3354 -0.5294 8.7306  0.35
H 5.4963 -0.6776 2.7095  0.35
H -6.3323 -4.0781 -3.4377  0.36
H 5.7558 -1.6026 1.1826  0.35
H 5.8629 0.0213 -0.6662  0.40
H -1.6410 3.9017 -2.3579  0.29
H 0.1630 -1.6425 0.1454  0.62
H -5.3853 -1.7143 4.2168  0.37
H 4.8107 1.9025 -1.9010  0.39
H -3.6561 -0.0173 3.6386  0.39
H 4.4322 -2.0912 6.5607  0.36
H -6.4379 -0.1984 -1.6055  0.37
H -2.3320 4.3393 -6.5621  0.39
H 1.5780 2.6082 2.4423  0.35
H 1.4383 3.5039 0.8799  0.49
H 4.4401 -1.5096 -4.1159  0.36
H 0.0623 0.0629 6.6747  0.39
H -7.6291 -2.2892 -2.2756  0.37
H 2.8184 3.0654 -0.9919  0.35
H 4.2293 -1.6731 2.0380  0.25
H -0.0405 3.4222 -6.9371  0.37
H 0.7964 0.0301 -5.7691  0.46
H -3.9108 -3.6989 -3.8714  0.36
H 2.9508 0.5037 2.4178  0.51

Calculated lowest unoccupied orbital energy in order - -4.17; -2.95; 3.81; -0.98 eV
Calculated Kohn-Sham gap in order - 7.278; 11.616; 5.525; 8.034 eV